Molecular formula: C14H21NO2
Method: DFT, ωB97M-V with the def2-TZVPD basis set

XYZ file:
```
38
C14H21NO2, DFT ωB97M-V with the def2-TZVPD basis set
O 2.7951 2.7590 -2.6484
C 2.0364 1.5777 -2.5288
C 1.7575 0.9310 -3.8993
N 1.2116 -0.4077 -3.8744
C -0.2011 -0.5310 -3.5495
C -0.5805 -0.2010 -2.1253
C -1.4187 0.8673 -1.8252
C -1.7297 1.1774 -0.5192
C -1.2091 0.4291 0.5403
O -1.5930 0.8627 1.7722
C -1.2296 0.2248 2.9790
C -1.7681 -1.2060 3.1579
C -0.7960 -1.8339 4.1519
C 0.5678 -1.2877 3.7260
C 0.2879 0.1518 3.2751
C -0.3741 -0.6437 0.2454
C -0.0746 -0.9469 -1.0716
H 2.3080 3.3830 -3.1977
H 2.6430 0.9013 -1.9198
H 1.0970 1.7742 -1.9949
H 1.0710 1.5639 -4.4712
H 2.7080 0.8848 -4.4433
H 1.7657 -0.9936 -3.2582
H -0.7526 0.1145 -4.2385
H -0.4779 -1.5691 -3.7655
H -1.8332 1.4633 -2.6262
H -2.3794 2.0057 -0.2838
H -1.7061 0.8735 3.7232
H -1.7489 -1.7380 2.2070
H -2.7956 -1.2028 3.5188
H -0.8316 -2.9222 4.1379
H -1.0323 -1.4943 5.1615
H 1.2946 -1.3246 4.5360
H 0.9632 -1.8839 2.9018
H 0.8664 0.4308 2.3953
H 0.5389 0.8570 4.0667
H 0.0499 -1.2557 1.0224
H 0.5702 -1.7909 -1.2773
```

HOMO   -0.301 Ha
SMILES   OCCNCc1ccc(OC2CCCC2)cc1
Total charge   0
LUMO   0.824 eV
Energy above the lowest of the compared OMol25 structures with the same formula, charge and spin   136.99 kJ/mol